Entry from OMol25: a molecular structure, C25H19BF6FeO5S (ωB97M-V/def2-TZVPD).

Geometry (Å):
C: 1.559 -5.161 -1.528
C: 1.260 -3.714 -1.463
C: 1.949 -2.688 -2.097
C: 1.337 -1.425 -1.943
C: 0.211 -1.466 -1.111
B: 3.937 -1.937 2.191
C: -0.932 -0.577 -1.217
C: -2.092 -0.801 -0.442
C: -3.008 0.227 -0.276
C: -4.145 0.074 0.697
F: -5.365 0.126 0.071
F: -4.093 -1.107 1.382
F: -4.139 1.082 1.630
C: -2.882 1.429 -0.969
C: -1.792 1.604 -1.807
C: -1.577 2.908 -2.528
F: -0.649 3.684 -1.867
F: -1.094 2.711 -3.795
F: -2.715 3.649 -2.633
C: -0.824 0.619 -1.954
O: 3.407 -3.083 2.744
C: 4.373 -4.132 2.475
C: 5.532 -3.464 1.720
O: 5.221 -2.048 1.699
S: -0.125 -3.127 -0.624
H: 2.080 -5.380 -2.468
H: 2.193 -5.482 -0.688
H: 0.622 -5.729 -1.488
H: 2.843 -2.880 -2.693
H: 1.708 -0.496 -2.359
H: -2.243 -1.745 0.079
H: -3.620 2.219 -0.852
H: 0.033 0.785 -2.601
H: 4.706 -4.567 3.428
H: 3.878 -4.905 1.871
H: 6.495 -3.622 2.221
H: 5.596 -3.835 0.685
O: 4.421 6.066 3.013
C: 4.161 4.960 2.765
Fe: 3.836 3.242 2.895
C: 5.409 2.844 3.552
O: 6.365 2.826 4.217
C: 3.144 3.459 4.512
O: 2.918 3.841 5.588
C: 1.742 -0.867 0.965
C: 0.799 0.124 1.022
C: 0.959 1.529 1.014
C: 2.131 2.267 0.978
C: 3.462 1.805 1.287
C: 3.814 0.522 1.709
C: 2.967 -0.670 1.889
H: 1.507 -1.919 0.780
H: -0.247 -0.199 1.105
H: 0.019 2.089 0.929
H: 2.048 3.310 0.631
H: 4.312 2.465 0.974
H: 4.860 0.380 1.995
H: 2.534 -0.590 2.913

Electronic energy, eV: -98655.043
Kohn-Sham gap (spin up / spin down), eV: 5.166 / 4.432
Net charge: +2
Energy above the lowest of the compared OMol25 structures with the same formula, charge and spin, kcal/mol: 0.0
HOMO level (spin up / spin down), eV: -13.27 / -14.55
Multiplicity: 5

In elementary charge units, the natural (NBO) charges are:
1. C -0.68
2. C 0.00
3. C -0.23
4. C -0.16
5. C -0.09
6. B 1.13
7. C 0.01
8. C -0.14
9. C -0.13
10. C 0.97
11. F -0.30
12. F -0.31
13. F -0.31
14. C -0.05
15. C -0.13
16. C 0.98
17. F -0.32
18. F -0.31
19. F -0.30
20. C -0.12
21. O -0.68
22. C -0.10
23. C -0.10
24. O -0.68
25. S 0.52
26. H 0.27
27. H 0.28
28. H 0.27
29. H 0.27
30. H 0.26
31. H 0.26
32. H 0.28
33. H 0.25
34. H 0.22
35. H 0.19
36. H 0.22
37. H 0.19
38. O -0.41
39. C 0.49
40. Fe 0.06
41. C 0.49
42. O -0.42
43. C 0.48
44. O -0.41
45. C -0.04
46. C -0.18
47. C -0.26
48. C 0.01
49. C -0.46
50. C 0.12
51. C -0.69
52. H 0.22
53. H 0.24
54. H 0.25
55. H 0.25
56. H 0.28
57. H 0.25
58. H 0.33

***

Entry from OMol25: 2 unconnected molecules or ions with the total composition C3H9NO (ωB97M-V/def2-TZVPD).

Geometry (Å):
N: 1.270 -2.062 -1.486
C: 1.313 -1.483 -0.259
O: 1.770 -0.327 -0.227
H: 1.900 -1.540 -2.096
H: 0.375 -2.091 -1.941
H: 1.144 -2.119 0.646
C: -1.517 1.789 1.589
C: -2.294 1.749 0.283
H: -1.240 0.710 1.977
H: -2.122 2.273 2.379
H: -0.652 2.397 1.548
H: -3.251 1.310 0.565
H: -2.524 2.703 -0.163
H: -1.700 1.077 -0.369

Electronic energy, eV: -6793.688
Kohn-Sham gap, eV: 10.982
Net charge: 0
Energy above the lowest of the compared OMol25 structures with the same formula, charge and spin, kcal/mol: 31.5
HOMO level, eV: -10.04
Multiplicity: 1

In elementary charge units, the natural (NBO) charges are:
1. N -0.86
2. C 0.51
3. O -0.57
4. H 0.39
5. H 0.39
6. H 0.14
7. C -0.59
8. C -0.61
9. H 0.20
10. H 0.19
11. H 0.20
12. H 0.20
13. H 0.21
14. H 0.20

***

Entry from OMol25: a molecular structure, C5H10O2 (ωB97M-V/def2-TZVPD).

Geometry (Å):
C: 0.696 2.060 -0.162
C: -0.150 0.898 -0.743
O: 0.540 0.349 -1.843
C: -0.505 -0.035 0.398
C: -0.687 -1.520 0.080
C: 0.367 -1.713 1.180
O: 0.521 -0.300 1.359
H: 1.059 2.756 -0.923
H: 0.147 2.605 0.610
H: 1.587 1.650 0.349
H: -1.239 0.931 -1.203
H: -0.229 -0.028 -2.287
H: -1.376 0.451 0.865
H: -1.681 -1.921 0.277
H: -0.355 -1.810 -0.921
H: 1.309 -2.178 0.870
H: -0.003 -2.196 2.092

Electronic energy, eV: -9440.203
Kohn-Sham gap, eV: 10.292
Net charge: 0
Energy above the lowest of the compared OMol25 structures with the same formula, charge and spin, kcal/mol: 65.5
HOMO level, eV: -9.46
Multiplicity: 1

In elementary charge units, the natural (NBO) charges are:
1. C -0.64
2. C 0.09
3. O -0.71
4. C 0.08
5. C -0.47
6. C -0.05
7. O -0.53
8. H 0.22
9. H 0.22
10. H 0.24
11. H 0.14
12. H 0.46
13. H 0.17
14. H 0.21
15. H 0.21
16. H 0.18
17. H 0.17

***

Entry from OMol25: 2 unconnected molecules or ions with the total composition C9H14 (ωB97M-V/def2-TZVPD).

Geometry (Å):
C: -0.182 2.897 -0.874
C: 0.618 1.665 -0.600
C: 1.579 1.307 -1.570
C: 2.205 0.086 -1.476
C: 2.190 -0.615 -0.264
C: 1.429 -0.121 0.766
C: 0.597 1.010 0.617
H: -0.875 3.205 -0.094
H: -0.860 2.812 -1.735
H: 0.451 3.740 -1.158
H: 1.737 1.994 -2.390
H: 2.761 -0.220 -2.355
H: 2.624 -1.605 -0.233
H: 1.447 -0.500 1.780
H: -0.110 1.184 1.416
C: -1.778 -2.425 1.646
C: -2.182 -1.802 0.360
H: -2.650 -2.689 2.253
H: -1.113 -3.294 1.544
H: -1.140 -1.898 2.369
H: -2.416 -0.756 0.568
H: -2.965 -2.304 -0.202
H: -1.368 -1.670 -0.366

Electronic energy, eV: -9559.406
Kohn-Sham gap, eV: 9.995
Net charge: 0
Energy above the lowest of the compared OMol25 structures with the same formula, charge and spin, kcal/mol: 17.9
HOMO level, eV: -9.00
Multiplicity: 1

In elementary charge units, the natural (NBO) charges are:
1. C -0.64
2. C -0.02
3. C -0.21
4. C -0.20
5. C -0.24
6. C -0.20
7. C -0.22
8. H 0.22
9. H 0.22
10. H 0.22
11. H 0.21
12. H 0.21
13. H 0.22
14. H 0.21
15. H 0.21
16. C -0.62
17. C -0.62
18. H 0.20
19. H 0.20
20. H 0.21
21. H 0.20
22. H 0.21
23. H 0.21

***

Entry from OMol25: C7H5BrF3N3 in the gas phase (ωB97M-V/def2-TZVPD).

Geometry (Å):
C: -2.377 0.426 0.983
C: -1.728 -0.118 -1.312
C: -1.059 0.438 1.271
C: -0.423 -0.135 -0.886
C: -2.900 0.250 -0.404
C: 2.192 0.007 -0.247
C: 3.332 -0.638 0.466
N: 0.536 -0.590 -1.702
N: 1.691 -0.651 -1.218
N: -0.098 0.165 0.405
F: 4.460 -0.517 -0.255
F: 3.656 -0.126 1.607
F: 3.070 -1.952 0.726
Br: 2.287 1.860 -0.167
H: -2.958 0.567 1.884
H: -1.736 -0.367 -2.402
H: -0.964 0.701 2.344
H: -3.645 -0.460 -0.350
H: -3.336 1.141 -0.743

Electronic energy, eV: -90000.381
Kohn-Sham gap (spin up / spin down), eV: 7.933 / 8.160
Net charge: 0
HOMO level (spin up / spin down), eV: -7.99 / -9.78
Multiplicity: 3

In elementary charge units, the natural (NBO) charges are:
1. C -0.11
2. C -0.12
3. C -0.02
4. C 0.19
5. C -0.50
6. C 0.09
7. C 0.91
8. N -0.17
9. N -0.17
10. N -0.39
11. F -0.32
12. F -0.30
13. F -0.32
14. Br 0.11
15. H 0.21
16. H 0.23
17. H 0.20
18. H 0.24
19. H 0.25

***

Entry from OMol25: 2 unconnected molecules or ions with the total composition C6H10O (ωB97M-V/def2-TZVPD).

Geometry (Å):
C: -1.284 0.714 -1.724
C: -1.803 -0.340 -1.090
C: -1.415 -0.811 0.247
C: -0.982 0.004 1.215
O: -0.565 -0.366 2.452
H: -0.470 1.298 -1.298
H: -1.654 1.023 -2.698
H: -2.581 -0.919 -1.587
H: -1.505 -1.879 0.452
H: -0.930 1.083 1.093
H: -0.585 -1.332 2.512
C: 2.431 0.385 0.695
C: 2.153 0.075 -0.567
H: 1.759 0.127 1.511
H: 3.345 0.911 0.964
H: 1.239 -0.448 -0.838
H: 2.827 0.335 -1.380

Electronic energy, eV: -8429.337
Kohn-Sham gap, eV: 9.385
Net charge: 0
Energy above the lowest of the compared OMol25 structures with the same formula, charge and spin, kcal/mol: 43.9
HOMO level, eV: -8.49
Multiplicity: 1

In elementary charge units, the natural (NBO) charges are:
1. C -0.40
2. C -0.20
3. C -0.37
4. C 0.19
5. O -0.67
6. H 0.20
7. H 0.20
8. H 0.20
9. H 0.20
10. H 0.19
11. H 0.48
12. C -0.39
13. C -0.39
14. H 0.20
15. H 0.19
16. H 0.20
17. H 0.19

***

Entry from OMol25: a molecular structure, C12H19AuCl2N3O (ωB97M-V/def2-TZVPD).

Geometry (Å):
Au: 1.026 0.582 0.052
Cl: -1.038 -1.652 -1.264
Cl: 1.748 2.565 1.150
C: 2.216 0.082 -1.399
H: 3.092 0.799 -1.593
H: 2.610 -0.959 -1.400
C: -0.669 0.054 -1.297
C: 0.738 0.359 -1.931
H: -1.256 0.301 -0.363
C: 0.750 -0.563 -3.282
H: 0.708 1.378 -2.407
C: -0.202 -0.007 -4.308
H: 1.792 -0.652 -3.675
H: 0.488 -1.583 -2.973
C: -1.581 0.149 -3.689
H: 0.165 0.988 -4.603
H: -0.210 -0.657 -5.192
C: -1.551 0.802 -2.313
H: -2.204 0.757 -4.337
H: -2.086 -0.826 -3.616
H: -1.149 1.814 -2.429
H: -2.597 0.913 -1.973
C: 1.111 -2.224 4.345
N: 0.425 -1.117 3.694
C: -0.578 -0.462 4.347
C: -1.187 0.577 3.684
C: -0.732 0.951 2.417
N: 0.189 0.222 1.813
C: 0.798 -0.880 2.393
O: 1.624 -1.589 1.813
N: -1.203 2.025 1.753
H: 0.843 -2.284 5.404
H: 2.194 -2.113 4.276
H: 0.876 -3.191 3.890
H: -0.803 -0.822 5.363
H: -1.975 1.119 4.154
H: -1.901 2.578 2.213
H: -0.472 2.567 1.283

Electronic energy, eV: -48003.383
Kohn-Sham gap (spin up / spin down), eV: 3.933 / 6.856
Net charge: -1
Energy above the lowest of the compared OMol25 structures with the same formula, charge and spin, kcal/mol: 50.5
HOMO level (spin up / spin down), eV: -0.88 / -3.84
Multiplicity: 3

In elementary charge units, the natural (NBO) charges are:
1. Au 1.04
2. Cl -0.05
3. Cl -0.76
4. C -0.63
5. H 0.21
6. H 0.20
7. C -0.35
8. C -0.39
9. H 0.30
10. C -0.37
11. H 0.23
12. C -0.41
13. H 0.21
14. H 0.22
15. C -0.40
16. H 0.19
17. H 0.20
18. C -0.41
19. H 0.20
20. H 0.21
21. H 0.21
22. H 0.21
23. C -0.39
24. N -0.45
25. C -0.16
26. C -0.38
27. C 0.34
28. N -0.79
29. C 0.79
30. O -0.70
31. N -0.85
32. H 0.18
33. H 0.21
34. H 0.19
35. H 0.18
36. H 0.19
37. H 0.37
38. H 0.41